A structure of composition C35H32N4OOsP2, computed with the ωB97M-V functional and the def2-TZVPD basis.

Atoms and positions in Å:
Os1 -0.12 0.16 0.16
C1 2.47 2.07 -0.61
P1 2.30 0.28 -0.17
C2 2.87 -0.72 -1.54
C3 3.20 -0.15 -2.77
C4 3.67 -0.95 -3.79
C5 3.80 -2.32 -3.60
C6 3.44 -2.90 -2.39
C7 2.97 -2.11 -1.36
C8 3.33 0.06 1.28
C9 3.03 0.86 2.40
C10 3.86 0.83 3.51
C11 4.98 0.00 3.51
C12 5.27 -0.80 2.41
C13 4.44 -0.77 1.29
C14 1.22 2.54 -1.25
C15 0.98 3.55 -2.22
C16 -0.35 3.48 -2.55
C17 -0.91 2.42 -1.78
C18 -2.27 1.84 -1.80
P2 -2.29 0.17 -1.02
C19 -3.99 -0.08 -0.50
C20 -4.42 0.37 0.75
C21 -5.77 0.32 1.06
C22 -6.68 -0.17 0.12
C23 -6.24 -0.61 -1.12
C24 -4.89 -0.58 -1.44
C25 -1.82 -1.05 -2.26
C26 -0.97 -0.71 -3.32
C27 -0.55 -1.69 -4.21
C28 -0.97 -3.00 -4.04
C29 -1.80 -3.35 -2.98
C30 -2.23 -2.38 -2.08
N1 0.04 1.89 -0.95
H1 3.35 2.25 -1.22
H2 2.63 2.61 0.34
H3 3.11 0.92 -2.94
H4 3.96 -0.51 -4.74
H5 4.18 -2.95 -4.40
H6 3.53 -3.97 -2.24
H7 2.68 -2.56 -0.42
H8 2.18 1.53 2.39
H9 3.66 1.47 4.35
H10 5.64 -0.02 4.37
H11 6.15 -1.42 2.41
H12 4.70 -1.37 0.43
H13 1.72 4.22 -2.63
H14 -0.88 4.09 -3.26
H15 -2.66 1.78 -2.82
H16 -2.97 2.48 -1.25
H17 -3.71 0.75 1.47
H18 -6.12 0.67 2.02
H19 -7.73 -0.21 0.37
H20 -6.95 -0.98 -1.84
H21 -4.56 -0.92 -2.41
H22 -0.67 0.32 -3.48
H23 0.08 -1.42 -5.05
H24 -0.65 -3.76 -4.74
H25 -2.14 -4.37 -2.86
H26 -2.89 -2.65 -1.27
O1 -0.27 -2.66 0.63
N2 -0.21 -1.53 0.55
N3 -1.19 1.12 6.72
C31 -0.95 0.98 5.43
C32 -0.46 -0.25 4.90
C33 -0.24 -0.34 3.55
N4 -0.48 0.66 2.69
C34 -0.93 1.84 3.18
C35 -1.18 2.05 4.51
H27 -1.04 0.36 7.38
H28 -1.55 2.00 7.12
H29 -0.25 -1.09 5.55
H30 0.15 -1.27 3.15
H31 -1.11 2.63 2.47
H32 -1.54 3.01 4.86

Spin multiplicity: 5
HOMO (spin up / spin down) (eV): -18.9 / -18.9
Orbital gap (spin up / spin down) (eV): 7.016 / 3.842
Energy relative to the best compared isomer or geometry (same formula, charge and spin) (kcal per mole): 0.00
Total charge: +4

A structure of composition C35H32N9O3OsPS2, computed with the ωB97M-V functional and the def2-TZVPD basis.

Atoms and positions in Å:
Os1 0.10 0.30 0.25
N1 -1.22 1.11 1.75
C1 -1.90 0.04 2.55
C2 -0.91 -0.79 3.36
C3 0.13 -1.50 2.52
O1 0.34 -2.67 2.53
O2 0.87 -0.64 1.73
H1 -0.65 1.68 2.37
H2 -1.92 1.74 1.37
H3 -2.46 -0.59 1.86
H4 -2.62 0.51 3.23
H5 -1.46 -1.54 3.92
H6 -0.39 -0.15 4.07
C4 4.42 -2.22 -2.20
N2 3.06 -1.75 -1.90
C5 2.64 -1.04 -0.87
N3 1.36 -0.73 -1.06
C6 1.05 -1.31 -2.26
N4 2.07 -1.92 -2.80
C7 5.33 -1.08 -2.60
C8 6.71 -1.20 -2.41
C9 7.55 -0.16 -2.79
C10 7.04 1.01 -3.32
C11 5.67 1.13 -3.49
C12 4.82 0.08 -3.16
C13 5.10 2.40 -3.94
N5 5.68 3.54 -4.11
N6 4.68 4.45 -4.41
C14 3.57 3.80 -4.40
O3 3.76 2.48 -4.12
C15 2.20 4.28 -4.54
C16 1.91 5.64 -4.54
C17 0.59 6.05 -4.57
C18 -0.45 5.13 -4.57
C19 -0.16 3.77 -4.59
C20 -1.24 2.72 -4.58
N7 -1.36 2.09 -3.24
C21 -0.41 1.62 -2.46
N8 -0.95 1.12 -1.35
C22 -2.30 1.33 -1.53
N9 -2.57 1.93 -2.65
C23 1.16 3.35 -4.60
H7 4.31 -2.95 -3.00
H8 4.80 -2.73 -1.31
H9 3.23 -0.78 -0.01
H10 0.07 -1.29 -2.71
H11 7.12 -2.10 -1.98
H12 8.62 -0.27 -2.64
H13 7.69 1.83 -3.58
H14 3.76 0.19 -3.33
H15 2.72 6.35 -4.51
H16 0.36 7.11 -4.58
H17 -1.48 5.46 -4.58
H18 -1.00 1.92 -5.28
H19 -2.22 3.11 -4.81
H20 0.65 1.68 -2.68
H21 -3.06 1.04 -0.82
H22 1.41 2.30 -4.69
S1 4.36 1.84 -0.18
P1 3.10 3.22 0.63
S2 1.14 2.71 0.50
C24 3.66 3.30 2.33
C25 3.12 2.46 3.30
C26 3.61 2.52 4.59
C27 4.63 3.40 4.91
C28 5.18 4.24 3.94
C29 4.70 4.19 2.64
C30 3.33 4.82 -0.15
C31 2.42 5.84 0.16
C32 2.59 7.09 -0.40
C33 3.64 7.33 -1.28
C34 4.54 6.32 -1.58
C35 4.39 5.06 -1.02
H23 2.33 1.77 3.04
H24 3.19 1.88 5.36
H25 5.01 3.44 5.92
H26 5.97 4.92 4.19
H27 5.11 4.84 1.88
H28 1.60 5.66 0.85
H29 1.89 7.89 -0.16
H30 3.76 8.31 -1.72
H31 5.36 6.50 -2.26
H32 5.10 4.28 -1.26

Spin multiplicity: 5
HOMO (spin up / spin down) (eV): -13.3 / -13.3
Orbital gap (spin up / spin down) (eV): 8.558 / 4.861
Total charge: +2

A structure of composition C35H32N9OS2V, computed with the ωB97M-V functional and the def2-TZVPD basis.

Atoms and positions in Å:
V1 -0.07 0.40 0.45
N1 0.15 4.41 0.76
C1 0.38 3.11 0.56
S1 0.60 2.10 1.93
N2 0.46 2.73 -0.71
N3 0.68 1.45 -1.03
C2 0.97 1.25 -2.31
C3 0.92 2.39 -3.28
C4 -0.32 2.84 -3.73
C5 -0.39 3.88 -4.64
C6 0.78 4.47 -5.11
C7 2.01 4.02 -4.67
C8 2.08 2.98 -3.75
C9 1.38 -0.03 -2.78
C10 1.64 -0.31 -4.14
C11 2.08 -1.55 -4.52
C12 2.27 -2.56 -3.56
C13 1.99 -2.27 -2.26
N4 1.55 -1.06 -1.91
H1 0.24 4.80 1.69
H2 0.14 5.04 -0.03
H3 -1.22 2.35 -3.38
H4 -1.35 4.22 -5.00
H5 0.72 5.29 -5.82
H6 2.92 4.47 -5.05
H7 3.05 2.63 -3.40
H8 1.49 0.48 -4.86
H9 2.28 -1.76 -5.56
H10 2.62 -3.54 -3.85
H11 2.11 -2.99 -1.45
N5 1.62 -0.36 0.67
C14 2.28 -1.57 0.72
C15 3.69 -1.60 0.68
C16 4.39 -2.78 0.68
C17 3.69 -3.99 0.75
C18 2.32 -3.99 0.81
C19 1.58 -2.79 0.79
C20 0.13 -2.73 0.89
C21 -0.64 -3.91 1.37
C22 -1.95 -3.93 1.63
C23 -2.84 -2.76 1.35
C24 -1.94 -1.55 1.03
C25 -0.52 -1.57 0.62
H12 1.33 -0.85 -0.92
H13 2.32 0.38 0.76
H14 4.22 -0.65 0.61
H15 5.47 -2.77 0.61
H16 4.24 -4.93 0.75
H17 1.80 -4.93 0.85
H18 -0.08 -4.82 1.54
H19 -2.42 -4.85 1.96
H20 -3.60 -3.01 0.60
H21 -2.54 -0.86 0.46
O1 -1.59 1.14 0.28
C26 -2.69 1.90 0.42
C27 -2.90 2.99 -0.44
C28 -4.04 3.75 -0.35
C29 -5.03 3.44 0.58
C30 -4.85 2.38 1.44
C31 -3.69 1.61 1.39
C32 -3.42 0.40 2.19
N6 -2.23 0.24 2.63
C33 -2.02 -1.17 2.56
C34 -3.38 -1.92 2.55
N7 -4.19 -0.76 2.12
H22 -2.13 3.22 -1.16
H23 -4.17 4.59 -1.01
H24 -5.94 4.03 0.63
H25 -5.60 2.15 2.19
H26 -1.22 -1.56 3.17
H27 -3.78 -2.43 3.42
H28 -5.19 -0.75 2.19
N8 2.68 -1.54 4.08
C35 1.60 -1.02 4.69
N9 0.68 -1.90 5.15
S2 1.41 0.62 4.90
H29 2.79 -2.52 3.89
H30 3.36 -0.90 3.71
H31 0.90 -2.89 5.22
H32 -0.03 -1.53 5.75

Spin multiplicity: 2
HOMO (spin up / spin down) (eV): -9.9 / -9.9
Orbital gap (spin up / spin down) (eV): 5.868 / 5.667
Energy relative to the best compared isomer or geometry (same formula, charge and spin) (kcal per mole): 125.60
Total charge: +1

A structure of composition C35H33BrGeN5ORhS, computed with the ωB97M-V functional and the def2-TZVPD basis.

Atoms and positions in Å:
Rh1 0.24 -0.15 -0.12
C1 -3.77 -1.50 -0.09
C2 -2.48 -0.75 -0.16
N1 -1.35 -1.34 -0.17
N2 -1.14 -2.67 -0.10
C3 0.16 -2.91 -0.11
O1 1.07 -1.98 -0.15
C4 0.63 -4.30 -0.10
C5 -0.27 -5.35 0.09
C6 0.19 -6.65 0.12
C7 1.54 -6.91 -0.04
C8 2.44 -5.87 -0.23
C9 1.99 -4.56 -0.26
C10 -2.41 0.73 -0.26
C11 -3.53 1.52 -0.29
C12 -3.39 2.90 -0.46
C13 -2.14 3.43 -0.62
C14 -1.04 2.58 -0.57
N3 -1.18 1.28 -0.37
H1 -3.57 -2.56 -0.17
H2 -4.44 -1.19 -0.89
H3 -4.27 -1.31 0.86
H4 -1.33 -5.13 0.21
H5 -0.51 -7.47 0.26
H6 1.90 -7.93 -0.01
H7 3.50 -6.08 -0.36
H8 2.67 -3.74 -0.42
H9 -4.50 1.06 -0.18
H10 -4.27 3.53 -0.48
H11 -1.99 4.49 -0.78
H12 -0.03 2.96 -0.66
C15 3.49 -0.52 1.34
Ge1 2.69 0.40 -0.18
C16 3.24 -0.57 -1.79
C17 4.59 -0.89 -1.90
C18 5.05 -1.64 -2.98
C19 4.16 -2.07 -3.96
C20 2.81 -1.74 -3.87
C21 2.36 -1.00 -2.79
C22 3.49 2.16 -0.36
C23 4.50 2.47 0.51
C24 5.20 3.69 0.39
C25 4.84 4.59 -0.58
C26 3.80 4.30 -1.49
C27 3.42 5.21 -2.51
C28 2.43 4.91 -3.39
C29 1.75 3.67 -3.30
C30 2.09 2.78 -2.32
C31 3.12 3.06 -1.39
H13 4.57 -0.59 1.17
H14 3.07 -1.52 1.38
H15 3.29 -0.02 2.28
H16 5.30 -0.55 -1.16
H17 6.10 -1.89 -3.06
H18 4.52 -2.66 -4.80
H19 2.12 -2.07 -4.64
H20 1.30 -0.75 -2.73
H21 4.79 1.77 1.29
H22 6.00 3.92 1.08
H23 5.36 5.54 -0.66
H24 3.95 6.16 -2.57
H25 2.16 5.62 -4.16
H26 0.97 3.43 -4.01
H27 1.57 1.83 -2.26
Br1 0.14 0.03 2.32
C32 -1.04 3.41 3.67
N4 0.33 3.02 3.98
C33 0.76 2.45 5.17
C34 2.06 2.17 5.03
N5 2.41 2.56 3.75
C35 1.34 3.07 3.08
S1 1.33 3.64 1.50
H28 -1.54 3.69 4.59
H29 -1.57 2.59 3.19
H30 -1.01 4.26 2.99
H31 0.10 2.31 6.01
H32 2.76 1.74 5.72
H33 3.31 2.46 3.31

Spin multiplicity: 2
HOMO (spin up / spin down) (eV): -9.9 / -9.9
Orbital gap (spin up / spin down) (eV): 4.965 / 4.377
Energy relative to the best compared isomer or geometry (same formula, charge and spin) (kcal per mole): 52.30
Total charge: +1

- spin multiplicity of number 4 (C35H33BrGeN5ORhS)?
  2

- Among the records above, which one has the highest total charge?
  C35H32N4OOsP2

- spin multiplicity of number 4 (C35H33BrGeN5ORhS)?
  2